No. 1
{
  "formula": "C32H43N6O4PSY",
  "method": "wB97M-V/def2-TZVPD",
  "spin_multiplicity": 1,
  "energy_ha": -2651.9322,
  "orbital_gap_ev": 4.926,
  "total_charge": 3,
  "elements": ["Y", "C", "C", "N", "C", "C", "S", "C", "C", "N", "H", "H", "H", "H", "H", "H", "H", "H", "H", "H", "H", "H", "H", "H", "C", "O", "C", "C", "C", "C", "C", "C", "C", "N", "C", "C", "N", "C", "C", "C", "C", "N", "C", "C", "N", "C", "C", "C", "C", "H", "H", "H", "H", "H", "H", "H", "H", "H", "H", "H", "H", "H", "H", "C", "C", "O", "P", "O", "C", "C", "O", "C", "C", "H", "H", "H", "H", "H", "H", "H", "H", "H", "H", "H", "H", "H", "H", "H"],
  "coordinates": [[1.0895, -1.6049, -1.4491], [2.6717, -4.6426, -1.4729], [1.7027, -4.5493, -0.3068], [0.4229, -3.8943, -0.7068], [-0.3730, -4.7374, -1.6525], [-1.0120, -3.9635, -2.7884], [0.1240, -2.9295, -3.7648], [1.4717, -4.0367, -4.2705], [2.8084, -3.5882, -3.7082], [2.7726, -3.3724, -2.2405], [3.6511, -4.9334, -1.0908], [2.3743, -5.4387, -2.1532], [1.5195, -5.5531, 0.0826], [2.1338, -3.9602, 0.5075], [-0.1299, -3.7961, 0.1413], [0.2767, -5.5146, -2.0481], [-1.1585, -5.2582, -1.1029], [-1.5180, -4.6466, -3.4704], [-1.7684, -3.2610, -2.4296], [1.2074, -5.0527, -3.9805], [1.5048, -4.0202, -5.3584], [3.5671, -4.3310, -3.9692], [3.1135, -2.6500, -4.1758], [3.6563, -2.9255, -2.0043], [-9.3636, 6.5935, 3.2030], [-8.1934, 6.1952, 3.9267], [-7.3091, 5.3989, 3.3123], [-7.4478, 4.9226, 2.0090], [-6.4660, 4.1064, 1.4751], [-5.3459, 3.7529, 2.2203], [-5.2190, 4.2445, 3.5263], [-6.1838, 5.0550, 4.0691], [-4.3403, 2.8928, 1.6279], [-4.2672, 2.5315, 0.3518], [-3.1800, 1.7284, 0.2788], [-2.5548, 1.5838, 1.4964], [-3.3174, 2.3339, 2.3593], [-1.3951, 0.7930, 1.6693], [-0.7115, 0.6108, 2.8890], [0.3954, -0.1922, 2.9490], [0.8261, -0.8217, 1.7813], [0.2151, -0.6662, 0.6117], [-0.8828, 0.1355, 0.5273], [-1.5100, 0.2993, -0.7662], [-0.9498, -0.3163, -1.8586], [-1.5303, -0.1307, -3.0452], [-2.6817, 0.6328, -3.2361], [-3.2503, 1.2444, -2.1516], [-2.6563, 1.0895, -0.8869], [-9.9266, 7.2209, 3.8841], [-9.9588, 5.7227, 2.9278], [-9.0897, 7.1671, 2.3172], [-8.3093, 5.1808, 1.4131], [-6.5695, 3.7332, 0.4647], [-4.3471, 4.0195, 4.1317], [-6.0957, 5.4482, 5.0725], [-3.2051, 2.4405, 3.3526], [-1.0655, 1.1055, 3.7853], [0.9279, -0.3507, 3.8766], [1.6818, -1.4866, 1.8092], [-1.0575, -0.5897, -3.9025], [-3.0934, 0.7358, -4.2302], [-4.1407, 1.8556, -2.2355], [4.6078, -0.9382, 3.1915], [4.9441, -1.2133, 1.7541], [4.2445, -0.2382, 0.8981], [3.5056, -0.6314, -0.4273], [2.8556, 0.7360, -0.9220], [2.9426, 2.0837, -0.2898], [4.3092, 2.6879, -0.4504], [4.5697, -1.0623, -1.5159], [5.8765, -0.3928, -1.7632], [6.9815, -1.3999, -1.6173], [5.2078, -1.5854, 3.8323], [3.5569, -1.1342, 3.4079], [4.8369, 0.0951, 3.4493], [4.6579, -2.2220, 1.4423], [6.0038, -1.0814, 1.5501], [2.6341, 1.9665, 0.7472], [2.1938, 2.6617, -0.8230], [5.0657, 2.1728, 0.1384], [4.2636, 3.7228, -0.1053], [4.6030, 2.7101, -1.5004], [5.9659, 0.4372, -1.0658], [5.8044, 0.0048, -2.7721], [6.9875, -1.8507, -0.6247], [7.9405, -0.9014, -1.7614], [6.9019, -2.1878, -2.3660]],
  "lowdin_charge": [1.478, -0.163, -0.174, -0.140, -0.217, -0.396, 0.909, -0.387, -0.240, -0.154, 0.144, 0.117, 0.144, 0.113, 0.127, 0.110, 0.145, 0.107, 0.085, 0.089, 0.101, 0.143, 0.129, 0.070, -0.040, -0.049, -0.266, 0.013, -0.003, -0.171, -0.021, 0.025, -0.214, 0.204, -0.176, -0.124, 0.198, -0.049, 0.053, -0.013, -0.140, -0.025, -0.139, -0.142, -0.025, -0.134, 0.001, 0.069, -0.051, 0.101, 0.101, 0.101, 0.112, 0.119, 0.108, 0.133, 0.155, 0.136, 0.124, 0.089, 0.068, 0.130, 0.142, -0.047, -0.225, -0.266, 0.626, -0.325, -0.198, -0.059, -0.315, -0.198, -0.049, 0.102, 0.064, 0.098, 0.112, 0.124, 0.117, 0.125, 0.073, 0.103, 0.096, 0.102, 0.131, 0.076, 0.103, 0.088]
}

No. 2
{
  "formula": "C32H43N7O4",
  "method": "wB97M-V/def2-TZVPD",
  "spin_multiplicity": 1,
  "energy_ha": -1929.2298,
  "orbital_gap_ev": 7.483,
  "smiles": "C[C@@H](O)COC(=O)O.c1cc[nH]c1.c1cc[nH]c1.c1cc[nH]c1.c1cc[nH]c1.c1cc[nH]c1.c1cc[nH]c1.c1cc[nH]c1",
  "total_charge": 0,
  "elements": ["C", "C", "O", "C", "O", "C", "O", "O", "H", "H", "H", "H", "H", "H", "H", "H", "N", "C", "C", "C", "C", "H", "H", "H", "H", "H", "N", "C", "C", "C", "C", "H", "H", "H", "H", "H", "N", "C", "C", "C", "C", "H", "H", "H", "H", "H", "N", "C", "C", "C", "C", "H", "H", "H", "H", "H", "N", "C", "C", "C", "C", "H", "H", "H", "H", "H", "N", "C", "C", "C", "C", "H", "H", "H", "H", "H", "N", "C", "C", "C", "C", "H", "H", "H", "H", "H"],
  "coordinates": [[4.5336, -0.2495, 2.9670], [3.4426, -1.0507, 2.0421], [3.0921, -2.3653, 2.6020], [2.0309, -0.1983, 1.8992], [1.5016, -0.0014, 3.2597], [0.0583, 0.2838, 3.2619], [-0.3486, 1.2849, 4.0911], [-0.9631, -0.4737, 2.4712], [4.1046, -0.2253, 4.0643], [4.6674, 0.8741, 2.6291], [5.5805, -0.8180, 2.9285], [3.9113, -1.2365, 0.9861], [2.0873, -2.4803, 2.6900], [1.3408, -0.8276, 1.1881], [2.2310, 0.8604, 1.3884], [-1.2069, -1.2690, 3.0395], [-1.1424, 1.2258, 0.1946], [-0.2298, 1.0700, -0.8161], [-0.5176, 1.9942, -1.7955], [-1.6396, 2.7375, -1.3574], [-2.0029, 2.2439, -0.1244], [-1.1752, 0.6762, 1.0434], [0.5431, 0.3158, -0.7528], [0.0230, 2.1203, -2.7246], [-2.1293, 3.5461, -1.8843], [-2.7987, 2.5283, 0.5509], [4.5695, -5.0811, 3.1263], [5.7681, -5.6202, 2.7373], [6.0763, -6.6437, 3.6054], [5.0235, -6.7288, 4.5476], [4.1053, -5.7542, 4.2264], [4.1004, -4.3083, 2.6721], [6.2985, -5.2293, 1.8793], [6.9628, -7.2630, 3.5638], [4.9434, -7.4263, 5.3714], [3.1646, -5.4820, 4.6859], [3.0738, 2.3617, -1.8133], [3.6665, 1.6964, -2.8548], [5.0308, 1.7590, -2.6784], [5.2690, 2.4823, -1.4854], [4.0431, 2.8398, -0.9704], [2.0771, 2.4804, -1.6861], [3.0685, 1.2381, -3.6310], [5.7741, 1.3289, -3.3371], [6.2312, 2.7166, -1.0486], [3.7783, 3.3932, -0.0793], [1.6559, 0.1481, 6.7459], [0.4754, 0.5878, 7.2860], [0.6907, 0.8540, 8.6198], [2.0503, 0.5705, 8.8922], [2.6233, 0.1392, 7.7168], [1.7921, -0.1261, 5.7815], [-0.4147, 0.6718, 6.6770], [-0.0511, 1.2147, 9.3205], [2.5571, 0.6708, 9.8433], [3.6336, -0.1736, 7.4891], [-4.3368, 2.3029, -3.4815], [-5.4675, 1.6099, -3.8277], [-6.1236, 2.3262, -4.8037], [-5.3586, 3.4892, -5.0594], [-4.2593, 3.4477, -4.2312], [-3.6644, 2.0142, -2.7828], [-5.7086, 0.6697, -3.3501], [-7.0522, 2.0412, -5.2810], [-5.5848, 4.2724, -5.7714], [-3.4315, 4.1337, -4.1105], [0.3133, -4.9505, 0.6048], [-0.8355, -5.2973, -0.0575], [-1.3498, -4.1611, -0.6412], [-0.4772, -3.0925, -0.3247], [0.5425, -3.6088, 0.4430], [0.9005, -5.5853, 1.1300], [-1.1885, -6.3198, -0.0554], [-2.2549, -4.1078, -1.2322], [-0.5812, -2.0579, -0.6251], [1.4086, -3.1374, 0.8879], [-7.3057, 4.7653, -8.3252], [-7.2176, 4.1806, -9.5617], [-8.0133, 3.0568, -9.5588], [-8.6069, 2.9637, -8.2773], [-8.1548, 4.0330, -7.5369], [-6.8208, 5.6060, -8.0394], [-6.5966, 4.6123, -10.3352], [-8.1523, 2.3781, -10.3903], [-9.2909, 2.1993, -7.9320], [-8.3631, 4.3339, -6.5188]],
  "lowdin_charge": [-0.058, -0.324, -0.129, -0.124, -0.067, -0.244, 0.024, -0.014, 0.086, 0.099, 0.105, 0.159, 0.103, 0.117, 0.158, 0.157, 0.033, -0.151, -0.118, -0.123, -0.111, 0.090, 0.095, 0.094, 0.089, 0.117, 0.003, -0.142, -0.119, -0.119, -0.148, 0.105, 0.104, 0.090, 0.090, 0.102, 0.007, -0.142, -0.117, -0.119, -0.150, 0.107, 0.106, 0.092, 0.091, 0.104, 0.007, -0.144, -0.115, -0.119, -0.144, 0.120, 0.095, 0.090, 0.090, 0.103, 0.005, -0.138, -0.115, -0.118, -0.146, 0.113, 0.105, 0.085, 0.077, 0.100, 0.008, -0.130, -0.105, -0.109, -0.147, 0.152, 0.111, 0.096, 0.080, 0.077, -0.001, -0.143, -0.116, -0.117, -0.157, 0.146, 0.104, 0.090, 0.091, 0.107]
}

No. 3
{
  "formula": "C32H44AlBr2CaFN5O7PS",
  "method": "wB97M-V/def2-TZVPD",
  "spin_multiplicity": 1,
  "energy_ha": -8953.0890,
  "orbital_gap_ev": 1.339,
  "total_charge": 0,
  "elements": ["C", "C", "C", "C", "C", "N", "C", "N", "C", "S", "P", "C", "C", "C", "H", "H", "H", "H", "H", "H", "H", "H", "H", "H", "H", "H", "H", "H", "H", "H", "Br", "Al", "O", "C", "C", "O", "H", "H", "H", "H", "C", "C", "O", "N", "C", "H", "H", "H", "H", "H", "H", "H", "C", "C", "C", "C", "C", "C", "C", "O", "C", "C", "C", "C", "C", "C", "C", "O", "H", "H", "H", "H", "H", "H", "H", "H", "C", "C", "O", "H", "H", "H", "H", "H", "C", "O", "N", "N", "H", "H", "H", "H", "Ca", "F", "Br"],
  "coordinates": [[3.7201, -2.0755, 0.6928], [3.8797, -1.5053, -0.3607], [3.9817, -1.3636, -1.8616], [5.5388, -1.5979, -2.0506], [5.5823, -3.1484, -1.7272], [4.1641, -3.6845, -1.8659], [3.4588, -2.6254, -2.6398], [3.9061, -2.3728, -4.0175], [3.9180, -3.3296, -4.7850], [4.1140, -4.6863, -5.5296], [1.5685, -2.5778, -2.8047], [0.8950, -4.2823, -2.5468], [0.7627, -1.5592, -1.4589], [0.6384, -0.0514, -1.8787], [3.6730, -2.6155, 1.6244], [3.5191, -0.4656, -2.3113], [5.9870, -1.2587, -2.9820], [5.9473, -1.0483, -1.1861], [6.1214, -3.3823, -0.8130], [6.2496, -3.6063, -2.6097], [4.3658, -4.6523, -2.3300], [3.7355, -3.9848, -0.9840], [1.5434, -4.9626, -3.1075], [-0.1485, -4.2256, -2.9700], [0.8938, -4.4858, -1.4674], [-0.2657, -1.9566, -1.3983], [1.1852, -1.7165, -0.4497], [-0.2870, 0.1115, -2.4367], [0.5580, 0.6420, -0.9916], [1.5139, 0.3278, -2.4756], [2.8149, 1.0878, -3.8878], [-0.6507, 0.0534, 0.4778], [0.6414, 1.7924, 1.5014], [1.7138, 2.2373, 2.1833], [1.6792, 1.8455, 3.6834], [2.8173, 2.2804, 4.2670], [1.9115, 3.3184, 2.1315], [2.6949, 1.8317, 1.9069], [1.5090, 0.7228, 3.6938], [0.7169, 2.2280, 4.0617], [0.9560, -6.8683, -0.1510], [2.3762, -6.5098, 0.1841], [2.7215, -5.3495, 0.4206], [3.2845, -7.5035, 0.2158], [3.0765, -8.9197, -0.0348], [0.3478, -5.9708, -0.1385], [0.9098, -7.3058, -1.1488], [0.5549, -7.5682, 0.5828], [4.2164, -7.1912, 0.4441], [3.3687, -9.4828, 0.8521], [3.7065, -9.2270, -0.8699], [2.0409, -9.1379, -0.2705], [-3.7918, 2.2508, 3.0146], [-5.1346, 2.5803, 2.8824], [-5.4988, 3.8298, 2.4080], [-4.5191, 4.7582, 2.0724], [-3.1676, 4.4331, 2.2264], [-2.8109, 3.1715, 2.6902], [-2.1077, 5.4283, 1.9138], [-0.9319, 5.1488, 2.0383], [-2.5176, 6.7824, 1.4488], [-1.5440, 7.7441, 1.2061], [-1.9101, 9.0031, 0.7608], [-3.2515, 9.3052, 0.5469], [-4.2258, 8.3524, 0.7922], [-3.8641, 7.0922, 1.2523], [-4.9250, 6.0885, 1.5444], [-6.0946, 6.3539, 1.3593], [-3.5111, 1.2694, 3.3777], [-5.8956, 1.8474, 3.1499], [-6.5445, 4.0845, 2.2996], [-1.7664, 2.9068, 2.8003], [-0.5005, 7.5096, 1.3695], [-1.1505, 9.7523, 0.5776], [-3.5356, 10.2876, 0.1922], [-5.2687, 8.5890, 0.6301], [-6.6971, -2.2521, 2.7564], [-6.0389, -0.8662, 2.4345], [-6.4668, -0.0015, 3.3383], [-7.7827, -2.1970, 2.7035], [-6.3592, -2.9879, 2.0215], [-6.4113, -2.6069, 3.7450], [-6.2901, -0.6649, 1.3742], [-4.9478, -1.0654, 2.3916], [-1.1347, 3.1130, -2.2668], [-1.4613, 1.9311, -2.1895], [-1.3418, 3.8386, -3.4004], [-0.5472, 3.7892, -1.2428], [-1.0870, 4.8024, -3.4969], [-1.7723, 3.3678, -4.1748], [-0.3721, 3.2875, -0.3824], [-0.2801, 4.7533, -1.3017], [3.8856, 0.5898, 1.8612], [-0.7624, -4.2507, -4.6564], [6.1824, -5.3313, -2.8068]],
  "lowdin_charge": [0.077, -0.134, -0.291, -0.092, -0.350, 0.011, -0.525, 0.047, -0.738, 0.788, 1.166, -0.264, -0.454, -0.294, 0.074, -0.033, 0.118, 0.096, 0.106, -0.119, -0.010, 0.112, 0.045, 0.025, 0.014, 0.056, 0.029, 0.069, -0.042, -0.156, -0.001, 0.924, -0.411, -0.496, -0.501, -0.307, 0.132, -0.094, 0.093, 0.112, -0.007, -0.537, -0.024, 0.025, -0.056, 0.070, 0.099, 0.093, 0.144, 0.087, 0.091, 0.076, -0.049, -0.040, 0.013, -0.081, -0.080, -0.001, -0.280, 0.093, -0.084, -0.007, -0.061, -0.058, -0.001, -0.081, -0.277, 0.108, 0.108, 0.079, 0.123, 0.106, 0.118, 0.106, 0.107, 0.121, -0.048, -0.420, -0.053, 0.075, 0.079, 0.074, 0.120, 0.108, -0.653, -0.027, 0.162, 0.181, 0.096, 0.109, 0.078, 0.099, 1.549, -0.565, 0.207]
}

- Number 3 is which compound?
  C32H44AlBr2CaFN5O7PS